Entry 1:
119
Properties=species:S:1:pos:R:3:forces:R:3 method="wB97M-V/def2-TZVPD" total_energy_ev=-61716.51348 homo_ev=-10.9 homo_lumo_gap_ev=8.1 largest_force_ev_per_a=5.55 multiplicity=1 total_charge=+1
C 2.5749 -2.5834 3.9653 -1.1 0.0 -0.7
C 3.6917 -2.7002 2.8333 4.2 0.5 1.6
O 4.8893 -2.4878 3.1877 -4.8 -1.0 -1.6
O 3.4772 -3.0673 1.4781 -0.5 1.2 1.7
C 2.4375 -2.2658 0.8449 -1.9 -0.2 -0.4
C 2.6897 -2.0206 -0.7365 1.0 1.0 1.2
C 2.9633 -0.4460 -0.9301 0.9 0.5 -0.8
C 1.8769 0.3299 -1.8168 0.4 -0.5 -0.4
C 0.3510 0.1519 -1.3580 0.1 0.4 -1.0
C -0.2506 1.4418 -0.5587 0.1 -4.7 1.2
C 0.4621 1.4733 0.8597 0.2 0.2 0.8
C 1.2306 2.7850 1.3146 1.5 -0.2 1.6
N 1.5035 2.6274 2.8037 -0.7 -1.2 -1.4
N 2.6118 2.8425 0.6849 -1.6 0.9 0.1
N 0.4860 4.0670 1.1692 -0.1 -1.1 0.0
N -0.1320 2.6127 -1.4669 -0.7 0.7 -1.2
C -1.3992 3.4563 -1.6007 -2.0 1.0 -0.8
C -1.1022 4.9204 -2.2473 -0.6 -0.5 0.6
C -0.5410 5.9971 -1.2057 0.8 0.4 -0.5
N -0.4264 7.3627 -1.8731 -0.2 -0.6 1.4
C -2.3096 3.4923 -0.2857 -1.1 0.9 -0.4
N -2.4771 2.1749 0.4159 1.1 0.0 0.0
C -1.8178 1.0526 -0.2935 -0.5 1.2 -1.3
O -1.9347 -0.2421 0.3830 -1.3 1.9 0.5
C -3.0094 -0.2688 1.3316 -0.1 0.4 4.8
O -2.6855 -0.3412 2.5635 -1.1 0.0 -5.4
C -4.5530 -0.1700 1.0022 -3.3 -0.1 -0.8
C -5.5536 -0.7688 2.0553 -0.9 1.5 -2.5
C -7.0995 -0.6913 1.8684 2.4 1.5 -2.2
C -7.7114 -0.0067 0.6220 4.3 -0.3 0.5
C -6.7076 0.5737 -0.4395 0.7 -1.3 2.8
C -5.1595 0.5014 -0.2563 -2.5 -1.3 2.2
H 1.5381 -2.9527 3.6169 1.7 0.6 0.4
H 2.4587 -1.4782 4.2452 0.3 -1.6 -0.4
H 2.8465 -3.1659 4.9186 0.0 0.9 -1.7
H 1.4350 -2.8067 0.9506 1.3 0.6 0.0
H 2.3480 -1.2923 1.4475 0.2 -1.2 -1.2
H 3.6726 -2.5731 -0.9836 -1.8 0.7 0.2
H 1.8086 -2.3400 -1.3999 1.5 0.2 1.3
H 3.9675 -0.3600 -1.5028 -1.6 0.1 0.9
H 3.1327 0.1339 0.0489 -0.3 -1.1 -1.3
H 2.1607 1.4393 -1.8285 -0.3 -1.4 -0.1
H 2.0111 -0.0390 -2.9052 -0.5 0.7 1.8
H -0.3017 0.0184 -2.3095 0.9 0.2 1.4
H 0.2462 -0.8199 -0.7711 0.0 1.5 -0.5
H -0.3000 1.2186 1.6953 1.0 0.5 -1.4
H 1.2259 0.6057 0.9026 -1.2 1.6 -0.2
H 2.3905 3.0846 3.0540 -0.4 -0.6 -0.2
H 1.5597 1.5984 2.9273 0.5 1.1 0.5
H 2.5478 2.9193 -0.3411 0.2 0.1 0.6
H 3.0188 3.7267 1.0577 -0.1 -0.9 -0.7
H 1.1010 4.7934 1.5670 -0.5 -0.4 -0.2
H -0.3131 3.9859 1.8344 0.8 0.2 -0.5
H 0.6620 3.2548 -1.3136 -0.3 -0.4 0.6
H 0.0097 2.2308 -2.4322 0.2 0.2 0.9
H -2.0250 2.9108 -2.4088 1.1 0.7 1.4
H -0.4195 4.7740 -3.1628 -0.9 0.4 1.4
H -2.1178 5.2835 -2.6567 1.6 -0.5 0.6
H -1.2028 6.1549 -0.2897 0.9 -1.0 -1.1
H 0.5356 5.7213 -0.8856 -1.9 0.2 -0.3
H 0.3164 7.8398 -1.3231 -0.8 -0.2 -0.7
H -1.3007 7.8542 -1.6125 0.8 -0.2 -0.5
H -3.3719 3.7944 -0.6419 1.8 -0.3 0.2
H -2.0205 4.3154 0.4704 -0.2 -1.6 -1.3
H -2.1066 2.3269 1.3662 -0.2 -0.5 -0.4
H -2.3871 0.9186 -1.2950 1.2 0.3 1.3
H -5.1025 -1.2588 2.9896 -0.8 0.8 -1.6
H -7.7439 -1.1226 2.7049 1.0 0.7 -1.5
H -8.8504 0.0870 0.4852 2.1 -0.2 0.2
H -7.1841 1.0891 -1.3473 1.1 -0.9 1.5
H -4.5048 0.9759 -1.0572 -1.0 -0.8 1.3
C -1.1490 -5.1887 -2.3406 0.1 0.0 -0.3
C -0.2380 -4.7652 -1.1996 -0.7 -0.2 0.1
C -0.8402 -5.1201 0.1506 0.2 0.0 0.2
O -0.0183 -3.3549 -1.2656 0.0 0.3 0.0
H -2.1157 -4.6781 -2.2785 0.0 -0.1 0.1
H -0.7092 -4.9172 -3.3042 0.0 -0.1 0.1
H -1.3229 -6.2674 -2.3272 0.0 0.1 0.0
H 0.7357 -5.2513 -1.3070 0.0 0.3 0.0
H -1.7962 -4.6071 0.2988 0.0 -0.1 -0.1
H -0.1803 -4.7997 0.9618 0.0 -0.1 -0.1
H -1.0048 -6.1967 0.2386 0.0 0.1 0.0
H -0.8754 -2.9160 -1.1710 0.1 -0.2 0.0
C 2.2525 -0.7741 -6.6462 -0.1 -0.3 0.1
C 1.4634 0.5032 -6.4068 0.6 0.0 -0.4
C 1.7830 1.5563 -7.4557 -0.2 0.2 0.0
O 1.7723 1.0159 -5.1091 -0.3 0.1 0.5
H 3.3292 -0.5844 -6.5894 -0.1 0.1 -0.1
H 2.0215 -1.5180 -5.8785 -0.1 0.0 -0.1
H 2.0249 -1.2008 -7.6260 0.1 0.0 0.1
H 0.3925 0.2819 -6.4226 0.1 0.1 0.2
H 2.8435 1.8267 -7.4270 0.0 -0.2 0.0
H 1.2178 2.4727 -7.2647 0.0 -0.1 0.0
H 1.5414 1.1994 -8.4598 0.1 0.0 0.1
H 2.7184 1.2149 -5.0849 -0.2 -0.1 -0.1
C -5.1501 3.4740 4.1074 -0.2 0.1 -0.3
C -3.8787 2.7042 3.7880 -0.3 0.1 0.7
C -3.3897 1.9222 4.9938 0.2 -0.3 0.0
O -2.8600 3.6135 3.3724 0.4 0.2 -0.6
H -4.9771 4.1984 4.9100 0.0 -0.1 0.1
H -5.4844 4.0425 3.2350 0.0 -0.1 0.0
H -5.9533 2.7993 4.4138 0.1 0.1 0.0
H -4.0626 2.0187 2.9559 0.1 0.2 0.0
H -3.1540 2.5922 5.8274 -0.2 0.0 0.0
H -2.4698 1.3830 4.7520 -0.1 0.0 0.0
H -4.1402 1.2017 5.3281 0.1 0.0 0.0
H -2.6882 4.2297 4.0972 -0.1 -0.2 -0.1
C 5.3241 -6.5693 0.7872 0.1 -0.2 -0.3
C 6.2419 -6.1545 1.9270 -0.6 0.3 0.1
C 5.6476 -6.5224 3.2777 0.2 -0.1 0.2
O 6.4588 -4.7480 1.8725 0.3 -0.2 -0.1
H 4.3572 -6.0601 0.8596 0.0 0.0 0.1
H 5.7581 -6.2886 -0.1765 0.0 -0.1 0.1
H 5.1513 -7.6490 0.7918 0.0 0.1 0.0
H 7.2155 -6.6386 1.8097 0.0 0.2 0.0
H 4.6918 -6.0117 3.4359 0.0 -0.1 -0.1
H 6.3117 -6.2083 4.0874 0.0 -0.1 -0.1
H 5.4845 -7.6006 3.3573 0.0 0.1 0.0
H 5.6031 -4.3092 1.9759 0.3 0.1 0.0

---

Entry 2:
117
Properties=species:S:1:pos:R:3:forces:R:3 method="wB97M-V/def2-TZVPD" total_energy_ev=-55603.72561 homo_ev=-9.1 homo_lumo_gap_ev=9.7 largest_force_ev_per_a=0.75 multiplicity=1 smiles="[H]/N=C(/N)NCCCC[C@H]1C(=O)N[C@@H](CCCCCCCCCCCCCCC)[C@H]1CC(=O)O.COC[C@@H](C)N.COC[C@@H](C)N"
H -5.8135 -3.8503 -2.3989 -0.2 0.1 0.0
N -6.6786 -3.9076 -1.8666 0.1 0.1 -0.4
C -6.4120 -4.2978 -0.6977 -0.1 -0.1 0.5
N -7.4196 -4.3782 0.2618 -0.1 -0.3 -0.2
N -5.0931 -4.5958 -0.2269 -0.2 -0.1 0.4
C -4.5499 -3.5496 0.6686 0.0 0.1 -0.1
C -4.2806 -2.2682 -0.1033 0.0 0.0 0.1
C -3.4040 -1.2837 0.6670 0.0 0.0 0.1
C -3.0819 -0.0406 -0.1642 0.0 -0.2 0.0
C -4.2513 0.9675 -0.2720 0.3 -0.2 -0.2
C -4.3512 1.6147 1.0976 0.3 0.1 -0.2
O -5.1213 1.3542 1.9727 -0.2 -0.4 0.5
N -3.3400 2.6134 1.1841 -0.3 -0.1 -0.5
C -3.0904 3.1180 -0.1865 -0.1 0.1 0.0
C -1.6178 3.3182 -0.5592 0.0 -0.2 0.0
C -0.7009 3.6908 0.6200 -0.1 0.1 0.0
C 0.0908 2.5093 1.1913 -0.1 0.0 0.1
C 1.1113 1.8760 0.2439 0.1 -0.1 0.1
C 2.2839 2.8075 -0.1092 0.0 0.1 0.0
C 3.5523 2.6067 0.7479 -0.1 0.0 0.1
C 4.8573 2.3986 -0.0424 0.1 0.1 0.0
C 5.6699 1.1988 0.4442 0.0 0.0 0.1
C 6.9493 0.9643 -0.3741 0.1 0.1 0.1
C 7.3470 -0.4925 -0.6473 0.1 0.0 0.0
C 6.2387 -1.4169 -1.1553 0.1 0.1 0.0
C 6.7086 -2.8646 -1.3775 0.0 0.0 0.0
C 6.3809 -3.8300 -0.2345 0.0 0.0 0.1
C 7.3751 -3.8147 0.9245 -0.1 0.0 0.0
C 7.0031 -4.8121 2.0165 0.0 0.0 0.0
C -3.9488 2.1975 -1.1334 -0.1 0.1 0.1
C -3.4633 2.0201 -2.5865 0.3 0.3 -0.2
C -2.6474 0.7885 -2.8778 -0.7 0.1 -0.2
O -1.4599 0.6779 -2.8378 0.5 -0.1 0.0
O -3.4824 -0.2482 -3.1817 0.0 -0.1 0.2
H -8.3384 -4.3328 -0.1596 0.0 0.1 0.0
H -7.3409 -5.1626 0.8935 0.1 0.1 0.1
H -5.1140 -5.4692 0.2908 0.0 0.0 0.0
H -3.6161 -3.9438 1.0767 0.0 0.0 0.0
H -5.2254 -3.3371 1.5066 0.1 0.0 0.0
H -3.7797 -2.5420 -1.0402 0.0 0.1 0.1
H -5.2351 -1.7996 -0.3611 0.1 0.0 -0.1
H -2.4643 -1.7845 0.9232 0.0 0.0 0.0
H -3.8812 -1.0070 1.6134 0.0 0.0 0.0
H -2.7844 -0.4019 -1.1489 -0.1 0.1 0.6
H -2.1999 0.4682 0.2336 0.0 0.0 0.0
H -5.1620 0.4419 -0.5587 -0.1 0.1 0.0
H -2.5235 2.2557 1.6632 0.0 0.3 0.2
H -3.5865 4.0929 -0.2212 0.2 0.1 0.0
H -1.2342 2.4247 -1.0612 0.0 0.1 0.0
H -1.5862 4.1157 -1.3053 0.0 -0.1 0.0
H -1.2992 4.1238 1.4271 0.1 0.1 0.0
H -0.0170 4.4875 0.3207 0.0 -0.1 0.0
H -0.6237 1.7378 1.5112 0.1 -0.1 0.0
H 0.6139 2.8472 2.0916 -0.1 0.0 0.0
H 0.6203 1.5115 -0.6635 0.0 0.1 0.0
H 1.5175 0.9865 0.7383 -0.1 0.0 -0.1
H 2.5404 2.6876 -1.1651 0.0 0.0 0.1
H 1.9517 3.8437 0.0003 0.0 0.0 -0.1
H 3.4041 1.7457 1.4099 0.0 0.0 -0.1
H 3.6746 3.4683 1.4106 0.0 -0.1 0.0
H 4.6379 2.2705 -1.1078 0.0 0.0 0.1
H 5.4854 3.2925 0.0350 0.0 0.0 -0.1
H 5.0246 0.3173 0.4307 0.0 0.0 0.0
H 5.9321 1.3701 1.4944 0.0 -0.1 0.0
H 7.7810 1.4360 0.1583 0.0 0.1 -0.1
H 6.8738 1.4986 -1.3282 -0.1 -0.1 0.0
H 7.8256 -0.9242 0.2387 -0.1 0.0 0.0
H 8.1226 -0.4804 -1.4217 0.1 0.0 0.1
H 5.8702 -1.0068 -2.1018 -0.1 0.0 0.1
H 5.3960 -1.4293 -0.4588 0.0 0.0 -0.1
H 6.2578 -3.2480 -2.2958 0.0 0.0 0.0
H 7.7946 -2.8642 -1.5348 -0.1 -0.1 -0.1
H 5.3837 -3.5958 0.1595 0.0 -0.1 -0.1
H 6.3254 -4.8506 -0.6289 0.0 0.0 0.0
H 8.3758 -4.0352 0.5382 0.0 0.0 0.0
H 7.4059 -2.8095 1.3577 0.1 0.0 0.0
H 6.8096 -5.8034 1.5980 0.1 0.0 0.0
H 7.7929 -4.9059 2.7640 0.0 0.0 0.0
H 6.0946 -4.4955 2.5359 0.0 0.0 0.0
H -4.8965 2.7323 -1.2445 0.0 -0.1 0.1
H -4.3358 1.9812 -3.2384 0.0 0.0 0.0
H -2.8678 2.8909 -2.8696 0.0 -0.1 0.0
H -3.0575 -1.0741 -2.9000 0.2 0.0 -0.6
C 0.9437 8.4513 5.0580 0.0 0.0 0.0
O 1.9410 7.4547 4.9606 0.0 0.0 -0.1
C 1.5935 6.1868 5.4809 0.0 0.0 0.0
C 0.8041 5.2945 4.5179 -0.1 0.0 -0.1
C -0.6548 5.7024 4.3400 0.0 0.0 0.0
N 1.4308 5.1901 3.1980 0.2 0.0 0.0
H 0.3684 8.3440 5.9836 0.0 0.0 0.0
H 0.2514 8.4317 4.2127 0.0 0.0 0.0
H 1.4504 9.4153 5.0690 0.0 0.0 0.0
H 2.5443 5.6955 5.7023 0.0 0.0 0.0
H 1.0494 6.3050 6.4279 0.0 0.0 0.0
H 0.8165 4.2921 4.9599 0.0 0.0 0.0
H -0.7452 6.5672 3.6814 0.0 0.0 0.0
H -1.2178 4.8886 3.8833 0.0 0.0 0.0
H -1.1214 5.9480 5.2955 0.0 0.0 0.0
H 2.3602 4.7900 3.2911 0.0 0.0 0.0
H 1.5883 6.1312 2.8465 -0.1 0.0 0.0
C -1.5709 -3.8258 -4.2734 0.0 0.0 0.0
O -2.1596 -4.2675 -3.0672 0.1 0.1 0.0
C -3.5563 -4.4824 -3.0967 0.0 -0.1 0.2
C -4.0020 -5.8179 -3.7011 0.0 0.0 -0.1
C -3.9141 -5.8775 -5.2224 0.0 0.0 0.0
N -3.2887 -6.9622 -3.1337 0.0 0.0 0.1
H -2.2406 -3.1537 -4.8216 0.0 0.0 0.0
H -1.2979 -4.6580 -4.9266 0.0 0.0 0.0
H -0.6662 -3.2799 -4.0092 0.0 0.0 0.0
H -3.8668 -4.4660 -2.0471 0.1 -0.1 -0.3
H -4.0588 -3.6449 -3.6052 0.0 0.0 -0.1
H -5.0563 -5.9279 -3.4251 0.0 0.0 0.0
H -2.8858 -6.0258 -5.5540 0.0 0.0 0.0
H -4.4983 -6.7183 -5.5940 0.0 0.0 0.0
H -4.2947 -4.9630 -5.6810 0.0 0.0 0.0
H -3.4584 -7.0134 -2.1344 0.0 0.0 0.0
H -2.2903 -6.7998 -3.2292 0.0 0.0 0.0